Entry from the OMol25 dataset: a molecular structure, C54H56N2OP4STi at a distorted geometry (ωB97M-V/def2-TZVPD).

The value obtained for the LUMO energy (spin up / spin down) is -3.336 / -3.298 eV. Its expectation value of S² is 0.774. As for the energy relative to the best compared isomer or geometry (same formula, charge and spin): 0.0 kcal/mol. The HOMO-LUMO gap (spin up / spin down) comes out at 0.229 / 0.231 Ha. Its total charge is +1. The spin multiplicity is 2.

Last column: Löwdin charge in e.
Geometry (Å):
Ti (-0.055, 0.013, 0.563)  -0.013
C (-1.532, -1.113, 3.957)  -0.247
P (-0.113, -0.382, 3.012)  0.993
C (-0.611, 1.357, 3.389)  -0.426
N (-0.899, 1.473, 4.689)  0.130
C (-0.686, 2.769, 5.195)  -0.183
C (-0.528, 2.986, 6.599)  -0.011
C (-0.039, 4.197, 7.064)  -0.049
C (0.178, 5.279, 6.159)  -0.061
C (-0.176, 5.160, 4.843)  0.007
C (-0.520, 3.851, 4.293)  -0.171
N (-0.645, 3.707, 2.922)  0.137
C (-0.635, 2.435, 2.481)  -0.439
P (-0.983, 2.273, 0.734)  0.941
C (-0.030, 3.738, 0.081)  -0.218
C (-2.842, 2.764, 0.668)  -0.667
C (-3.547, 2.009, 1.830)  -0.080
C (-3.032, 4.288, 0.800)  -0.087
C (-3.347, 2.290, -0.709)  -0.103
C (1.428, -0.927, 4.096)  -0.632
C (1.810, 0.046, 5.249)  -0.082
C (1.109, -2.328, 4.680)  -0.107
C (2.671, -1.090, 3.183)  -0.138
H (-1.367, -0.956, 5.035)  0.057
H (-1.802, -2.128, 3.706)  0.029
H (-2.361, -0.496, 3.599)  0.030
H (-0.735, 2.145, 7.285)  0.123
H (0.155, 4.316, 8.095)  0.096
H (0.718, 6.095, 6.575)  0.102
H (-0.090, 5.994, 4.157)  0.113
H (-0.372, 4.646, 0.662)  0.059
H (-0.242, 3.801, -0.990)  0.031
H (1.039, 3.546, 0.188)  0.016
H (-3.242, 2.404, 2.787)  0.065
H (-3.353, 0.901, 1.802)  0.077
H (-4.650, 2.220, 1.764)  0.107
H (-2.306, 4.643, 1.546)  0.052
H (-4.041, 4.538, 1.175)  0.094
H (-2.882, 4.789, -0.176)  0.094
H (-3.409, 1.196, -0.773)  0.055
H (-2.768, 2.674, -1.590)  0.089
H (-4.350, 2.745, -0.854)  0.097
H (0.952, 0.276, 5.884)  0.058
H (2.198, 0.967, 4.800)  0.083
H (2.644, -0.353, 5.881)  0.105
H (0.490, -2.309, 5.621)  0.096
H (2.070, -2.822, 4.893)  0.088
H (0.589, -2.973, 3.928)  0.075
H (2.955, -0.121, 2.716)  0.034
H (2.517, -1.813, 2.392)  0.036
H (3.548, -1.461, 3.752)  0.097
O (1.353, -2.218, -3.434)  -0.062
C (1.267, -1.545, -4.668)  -0.230
C (1.096, -2.187, -5.886)  -0.006
C (0.827, -1.424, -7.006)  -0.068
C (0.922, -0.047, -6.908)  -0.080
C (1.203, 0.611, -5.702)  -0.077
C (1.339, -0.147, -4.532)  -0.275
P (1.498, 0.540, -2.853)  1.049
C (3.308, 0.423, -2.712)  -0.408
C (3.786, -0.681, -2.041)  -0.155
C (5.176, -0.880, -1.875)  -0.080
C (6.108, 0.040, -2.348)  -0.057
C (5.551, 1.199, -2.990)  -0.079
C (4.218, 1.333, -3.290)  -0.096
C (1.278, 2.331, -3.146)  -0.385
C (0.149, 2.676, -3.931)  -0.130
C (-0.048, 4.010, -4.287)  -0.085
C (0.747, 5.030, -3.757)  -0.083
C (1.726, 4.680, -2.841)  -0.091
C (2.056, 3.346, -2.601)  -0.129
C (0.411, -3.209, -3.180)  -0.247
C (0.641, -4.434, -3.771)  -0.023
C (-0.345, -5.405, -3.857)  -0.047
C (-1.607, -5.052, -3.406)  -0.070
C (-1.814, -3.875, -2.673)  -0.087
C (-0.749, -3.002, -2.373)  -0.215
P (-0.669, -2.140, -0.709)  1.050
C (-0.259, -3.619, 0.290)  -0.374
C (-1.068, -4.748, 0.406)  -0.076
C (-0.517, -5.942, 0.860)  -0.061
C (0.790, -6.005, 1.339)  -0.055
C (1.582, -4.842, 1.300)  -0.046
C (1.018, -3.632, 0.837)  -0.108
C (-2.444, -1.915, -0.377)  -0.408
C (-2.923, -2.264, 0.895)  -0.114
C (-4.312, -2.269, 1.151)  -0.057
C (-5.226, -2.051, 0.116)  -0.056
C (-4.709, -1.633, -1.107)  -0.081
C (-3.355, -1.601, -1.407)  -0.120
H (1.169, -3.253, -5.935)  0.103
H (0.605, -1.875, -7.970)  0.113
H (0.773, 0.578, -7.785)  0.106
H (1.367, 1.707, -5.737)  0.116
H (3.088, -1.425, -1.654)  0.083
H (5.496, -1.816, -1.381)  0.108
H (7.185, -0.066, -2.263)  0.101
H (6.252, 1.907, -3.436)  0.103
H (3.917, 2.172, -3.943)  0.119
H (-0.498, 1.922, -4.329)  0.095
H (-0.745, 4.302, -5.061)  0.103
H (0.547, 6.079, -4.019)  0.113
H (2.361, 5.409, -2.370)  0.104
H (2.858, 3.093, -1.923)  0.099
H (1.650, -4.655, -4.121)  0.138
H (-0.174, -6.298, -4.427)  0.111
H (-2.447, -5.685, -3.687)  0.112
H (-2.846, -3.700, -2.325)  0.108
H (-2.098, -4.692, 0.010)  0.118
H (-1.095, -6.850, 0.819)  0.107
H (1.128, -6.920, 1.775)  0.102
H (2.592, -4.850, 1.673)  0.104
H (1.636, -2.744, 0.761)  0.069
H (-2.213, -2.461, 1.719)  0.081
H (-4.653, -2.483, 2.163)  0.112
H (-6.303, -2.208, 0.262)  0.120
H (-5.412, -1.338, -1.884)  0.115
H (-2.989, -1.361, -2.403)  0.119
S (1.956, 0.806, 0.301)  0.190

Forces on atoms 1 to 6 (eV/Å):
Ti 2.56 -0.05 -2.38
C -0.05 0.49 -0.34
P -0.03 -0.55 1.13
C -0.24 -0.93 2.00
N 1.79 2.43 -0.20
C -0.59 -0.90 -0.57

Entry from the OMol25 dataset: a molecular structure, C54H60IN6O7STi at a distorted geometry (ωB97M-V/def2-TZVPD).

The value obtained for the LUMO energy is 1.784 eV. The HOMO-LUMO gap comes out at 0.208 Ha. Its total charge is -1.

Last column: Löwdin charge in e.
Geometry (Å):
Ti (0.561, 0.199, -0.211)  1.288
C (3.718, 2.527, 5.125)  -0.083
C (2.622, 3.068, 4.202)  -0.189
C (1.832, 1.969, 3.562)  -0.129
C (0.766, 1.290, 4.070)  -0.128
C (0.126, 1.467, 5.408)  -0.181
C (0.520, 0.368, 6.398)  -0.082
C (0.361, 0.348, 3.048)  -0.218
N (1.165, 0.438, 1.956)  0.089
C (2.083, 1.396, 2.257)  -0.227
C (3.205, 1.667, 1.497)  0.065
C (3.545, 0.980, 0.344)  -0.226
C (4.808, 1.156, -0.340)  -0.120
C (5.894, 2.091, 0.088)  -0.192
C (5.708, 3.479, -0.533)  -0.081
C (4.777, 0.317, -1.408)  -0.122
C (3.499, -0.358, -1.358)  -0.229
C (3.061, -1.221, -2.345)  0.047
C (1.802, -1.793, -2.386)  -0.226
N (0.875, -1.694, -1.402)  0.071
C (-0.188, -2.431, -1.823)  -0.237
C (-1.312, -2.706, -1.058)  0.040
C (-1.470, -2.309, 0.260)  -0.221
N (-0.611, -1.508, 0.942)  0.108
C (-1.142, -1.389, 2.187)  -0.229
C (-0.690, -0.542, 3.185)  0.056
C (-2.354, -2.176, 2.318)  -0.136
C (-2.567, -2.741, 1.103)  -0.135
C (-3.636, -3.703, 0.699)  -0.199
C (-3.111, -5.137, 0.804)  -0.081
C (-3.197, -2.261, 3.545)  -0.186
C (-2.594, -3.206, 4.587)  -0.086
C (0.063, -3.002, -3.128)  -0.127
C (1.319, -2.608, -3.481)  -0.121
C (2.077, -2.962, -4.721)  -0.190
C (2.938, -4.212, -4.522)  -0.085
C (-0.852, -3.930, -3.858)  -0.185
C (-0.776, -5.344, -3.274)  -0.082
N (2.785, 0.033, -0.267)  0.068
C (5.831, 0.099, -2.443)  -0.187
C (6.535, -1.246, -2.251)  -0.091
H (4.309, 3.345, 5.536)  0.067
H (4.378, 1.860, 4.576)  0.074
H (3.285, 1.970, 5.952)  0.059
H (3.081, 3.687, 3.428)  0.106
H (1.951, 3.703, 4.789)  0.101
H (-0.960, 1.481, 5.293)  0.104
H (0.434, 2.431, 5.819)  0.105
H (0.243, -0.609, 6.013)  0.063
H (0.021, 0.526, 7.353)  0.068
H (1.595, 0.370, 6.567)  0.063
H (3.881, 2.439, 1.836)  0.110
H (6.870, 1.689, -0.202)  0.104
H (5.890, 2.174, 1.178)  0.099
H (6.005, 3.463, -1.578)  0.071
H (6.309, 4.220, -0.006)  0.065
H (4.660, 3.765, -0.505)  0.067
H (3.719, -1.403, -3.181)  0.106
H (-2.089, -3.317, -1.497)  0.105
H (-1.261, -0.507, 4.101)  0.112
H (-3.954, -3.499, -0.326)  0.097
H (-4.509, -3.584, 1.346)  0.102
H (-2.228, -5.262, 0.181)  0.063
H (-3.864, -5.858, 0.491)  0.066
H (-2.824, -5.348, 1.832)  0.067
H (-4.198, -2.609, 3.279)  0.105
H (-3.306, -1.262, 3.971)  0.107
H (-2.550, -4.220, 4.192)  0.064
H (-3.197, -3.206, 5.495)  0.066
H (-1.583, -2.897, 4.842)  0.066
H (2.719, -2.129, -5.008)  0.104
H (1.379, -3.140, -5.546)  0.103
H (3.630, -4.073, -3.695)  0.070
H (3.513, -4.424, -5.421)  0.066
H (2.312, -5.072, -4.297)  0.058
H (-0.569, -3.964, -4.914)  0.101
H (-1.880, -3.563, -3.802)  0.107
H (0.234, -5.736, -3.371)  0.063
H (-1.465, -6.010, -3.790)  0.067
H (-1.026, -5.335, -2.216)  0.058
H (6.568, 0.903, -2.388)  0.103
H (5.372, 0.136, -3.432)  0.112
H (7.037, -1.268, -1.287)  0.074
H (7.277, -1.411, -3.030)  0.064
H (5.817, -2.061, -2.276)  0.061
O (2.297, 3.261, -1.759)  -0.291
S (1.166, 2.356, -1.714)  0.348
O (-0.064, 2.963, -2.209)  -0.287
O (0.911, 1.965, -0.247)  -0.409
O (1.456, 1.065, -2.358)  -0.324
C (-4.327, 1.764, -4.469)  -0.014
N (-2.993, 1.813, -3.933)  -0.059
N (-2.703, 1.112, -2.772)  0.075
C (-1.364, 0.793, -2.727)  -0.363
O (-0.879, 0.160, -1.786)  -0.070
C (-0.842, 1.214, -4.000)  0.062
C (-1.852, 1.797, -4.695)  -0.253
C (-1.880, 2.318, -6.088)  -0.016
C (-3.654, 1.005, -1.739)  -0.211
C (-4.215, 2.144, -1.177)  -0.010
C (-5.204, 2.007, -0.219)  -0.079
C (-5.626, 0.747, 0.170)  -0.095
C (-5.043, -0.382, -0.376)  -0.076
C (-4.057, -0.261, -1.336)  0.008
H (-5.025, 1.528, -3.667)  0.087
H (-4.428, 1.005, -5.253)  0.093
H (-4.588, 2.737, -4.885)  0.092
H (0.201, 1.153, -4.226)  0.114
H (-0.869, 2.377, -6.476)  0.084
H (-2.328, 3.309, -6.138)  0.083
H (-2.457, 1.645, -6.725)  0.079
H (-3.847, 3.113, -1.484)  0.128
H (-5.621, 2.886, 0.249)  0.103
H (-6.380, 0.645, 0.934)  0.102
H (-5.344, -1.361, -0.043)  0.096
H (-3.574, -1.127, -1.765)  0.113
I (-1.214, 6.041, 5.378)  0.770
C (-1.583, 4.500, 3.972)  -0.719
C (-0.709, 4.327, 2.917)  -0.143
C (-0.919, 3.275, 2.042)  0.009
C (-1.992, 2.416, 2.243)  -0.099
C (-2.878, 2.637, 3.288)  -0.025
C (-2.682, 3.686, 4.165)  -0.170
C (-2.194, 1.185, 1.370)  -0.570
O (-3.216, 0.523, 1.562)  0.038
O (-1.291, 0.951, 0.522)  -0.094
H (0.135, 4.988, 2.775)  0.097
H (-0.252, 3.097, 1.206)  0.112
H (-3.714, 1.963, 3.399)  0.115
H (-3.356, 3.859, 4.991)  0.085

Forces on atoms 1 to 6 (eV/Å):
Ti -0.71 -3.51 0.78
C -0.07 0.16 -0.09
C 0.04 -0.26 0.08
C -0.21 -0.15 -0.02
C 0.24 0.10 -0.18
C 0.10 -0.17 -0.05

Entry from the OMol25 dataset: 12 unconnected molecules or ions with the total composition C54H69NO30 at a distorted geometry (ωB97M-V/def2-TZVPD).

The value obtained for the LUMO energy is 0.206 eV. As for the energy relative to the best compared isomer or geometry (same formula, charge and spin): 0.0 kcal/mol. The HOMO-LUMO gap comes out at 0.289 Ha. Its SMILES is Oc1ccc(O)cc1.Oc1ccc(O)cc1.Oc1ccc(O)cc1.Oc1ccc(O)cc1.Oc1ccc(O)cc1.COCCNCCOC.O=C1OCCO1.O=C1OCCO1.O=C1OCCO1.O=C1OCCO1.O=C1OCCO1.O=C1OCCO1.

Last column: Löwdin charge in e.
Geometry (Å):
O (0.935, 1.044, 1.512)  -0.022
C (0.413, 0.505, 0.370)  -0.300
C (-0.017, -0.829, 0.364)  -0.001
C (-0.701, -1.371, -0.717)  -0.006
C (-0.904, -0.603, -1.861)  -0.342
O (-1.536, -1.083, -2.974)  0.035
C (-0.505, 0.706, -1.766)  -0.054
C (0.199, 1.300, -0.720)  0.000
H (1.432, 1.879, 1.452)  0.049
H (0.157, -1.485, 1.208)  0.107
H (-1.122, -2.351, -0.534)  0.104
H (-1.111, -1.897, -3.263)  0.108
H (-0.581, 1.347, -2.638)  0.102
H (0.518, 2.328, -0.809)  0.121
O (1.698, 0.141, -5.029)  0.047
C (2.670, 0.583, -4.198)  -0.332
C (2.654, 0.184, -2.854)  0.008
C (3.607, 0.679, -1.960)  0.005
C (4.728, 1.364, -2.409)  -0.359
O (5.678, 1.594, -1.471)  0.039
C (4.846, 1.666, -3.755)  -0.021
C (3.816, 1.280, -4.644)  -0.013
H (1.846, 0.256, -5.972)  0.109
H (1.823, -0.426, -2.528)  0.107
H (3.437, 0.425, -0.923)  0.114
H (6.554, 1.836, -1.781)  0.112
H (5.717, 2.128, -4.200)  0.109
H (3.800, 1.618, -5.673)  0.112
O (3.557, -0.469, 2.696)  0.023
C (4.320, 0.057, 3.726)  -0.363
C (5.034, -0.850, 4.523)  -0.016
C (5.767, -0.316, 5.592)  0.005
C (5.720, 1.029, 5.895)  -0.302
O (6.387, 1.516, 7.007)  0.044
C (4.925, 1.887, 5.162)  -0.028
C (4.295, 1.391, 4.033)  -0.036
H (2.601, -0.391, 2.801)  0.103
H (5.038, -1.917, 4.354)  0.139
H (6.530, -1.009, 5.925)  0.125
H (6.434, 2.473, 7.049)  0.098
H (4.878, 2.899, 5.543)  0.132
H (3.637, 2.013, 3.437)  0.133
O (-4.572, -6.561, -6.057)  0.035
C (-4.592, -5.273, -5.559)  -0.337
C (-3.428, -4.547, -5.409)  -0.034
C (-3.375, -3.246, -4.947)  -0.013
C (-4.571, -2.677, -4.522)  -0.321
O (-4.457, -1.516, -3.829)  0.007
C (-5.792, -3.354, -4.757)  0.016
C (-5.794, -4.677, -5.265)  -0.012
H (-3.685, -6.899, -6.197)  0.096
H (-2.502, -5.031, -5.705)  0.114
H (-2.456, -2.685, -4.891)  0.105
H (-3.818, -1.489, -3.103)  0.056
H (-6.747, -2.899, -4.538)  0.109
H (-6.705, -5.256, -5.321)  0.116
O (4.899, -1.921, 0.869)  0.007
C (4.286, -3.143, 0.941)  -0.325
C (5.127, -4.116, 1.547)  0.009
C (4.546, -5.338, 1.917)  -0.017
C (3.228, -5.607, 1.606)  -0.333
O (2.744, -6.807, 2.025)  0.037
C (2.406, -4.633, 1.022)  -0.019
C (2.948, -3.411, 0.709)  -0.037
H (4.275, -1.233, 1.164)  0.063
H (6.137, -3.879, 1.843)  0.112
H (5.158, -6.068, 2.429)  0.115
H (1.839, -7.050, 1.830)  0.101
H (1.330, -4.721, 0.936)  0.104
H (2.497, -2.485, 0.364)  0.107
C (-1.965, -4.045, 2.322)  -0.112
O (-2.112, -3.478, 3.602)  -0.159
C (-2.679, -2.182, 3.484)  -0.238
C (-3.037, -1.466, 4.763)  -0.190
N (-1.941, -1.181, 5.637)  -0.060
C (-0.756, -0.577, 5.023)  -0.190
C (0.480, -0.396, 5.944)  -0.170
O (1.576, -0.046, 5.088)  -0.191
C (2.827, 0.134, 5.714)  -0.126
H (-2.952, -4.405, 2.014)  0.080
H (-1.399, -4.977, 2.364)  0.084
H (-1.514, -3.400, 1.564)  0.072
H (-3.535, -2.236, 2.797)  0.097
H (-2.020, -1.635, 2.794)  0.106
H (-3.847, -1.884, 5.360)  0.125
H (-3.442, -0.541, 4.334)  0.108
H (-1.559, -1.927, 6.203)  0.109
H (-1.054, 0.460, 4.829)  0.103
H (-0.488, -1.032, 4.065)  0.108
H (0.771, -1.336, 6.417)  0.124
H (0.218, 0.432, 6.604)  0.124
H (3.505, -0.372, 5.021)  0.021
H (3.023, -0.274, 6.708)  0.118
H (3.028, 1.210, 5.708)  0.090
O (2.311, 3.241, 0.969)  0.165
C (2.912, 3.977, 0.250)  -0.500
O (4.147, 4.359, 0.309)  0.115
C (4.614, 4.806, -0.918)  -0.114
C (3.316, 5.407, -1.496)  -0.125
O (2.323, 4.678, -0.800)  0.060
H (5.454, 5.488, -0.795)  0.139
H (5.028, 3.992, -1.521)  0.112
H (3.356, 5.287, -2.580)  0.120
H (3.477, 6.484, -1.389)  0.132
O (0.123, 6.129, 2.993)  0.152
C (0.052, 4.941, 3.083)  -0.578
O (1.015, 4.086, 3.389)  0.061
C (0.478, 2.773, 3.749)  -0.069
C (-0.823, 2.910, 2.948)  -0.159
O (-1.097, 4.265, 2.798)  0.086
H (0.980, 1.921, 3.301)  0.091
H (0.206, 2.585, 4.786)  0.129
H (-1.609, 2.326, 3.434)  0.125
H (-0.719, 2.374, 2.000)  0.110
O (-2.951, 2.957, -2.710)  0.146
C (-2.989, 2.453, -3.795)  -0.569
O (-4.105, 1.871, -4.276)  0.055
C (-4.008, 1.547, -5.639)  -0.102
C (-2.521, 1.810, -5.940)  -0.047
O (-2.021, 2.391, -4.705)  0.043
H (-4.236, 0.485, -5.735)  0.122
H (-4.740, 2.205, -6.112)  0.136
H (-2.399, 2.642, -6.630)  0.134
H (-1.988, 0.893, -6.167)  0.137
O (-4.840, 1.185, 2.934)  0.144
C (-4.524, 1.138, 1.779)  -0.574
O (-5.413, 1.107, 0.769)  0.063
C (-4.733, 1.269, -0.446)  -0.128
C (-3.268, 1.498, -0.092)  -0.076
O (-3.264, 1.275, 1.344)  0.073
H (-4.803, 0.391, -1.098)  0.121
H (-5.207, 2.082, -0.996)  0.136
H (-3.204, 2.541, -0.404)  0.118
H (-2.575, 0.910, -0.679)  0.098
O (0.929, 2.853, -7.193)  0.145
C (0.773, 3.413, -6.143)  -0.577
O (1.226, 3.009, -4.974)  0.062
C (0.745, 3.775, -3.923)  -0.127
C (0.296, 5.067, -4.599)  -0.060
O (0.230, 4.655, -5.993)  0.051
H (-0.016, 3.238, -3.355)  0.106
H (1.524, 3.992, -3.191)  0.110
H (1.131, 5.756, -4.465)  0.124
H (-0.668, 5.485, -4.330)  0.136
O (-3.688, -2.231, -1.241)  0.155
C (-4.610, -2.377, -0.496)  -0.542
O (-5.889, -2.152, -0.743)  0.093
C (-6.597, -2.117, 0.462)  -0.118
C (-5.819, -3.103, 1.265)  -0.108
O (-4.497, -2.880, 0.762)  0.024
H (-6.554, -1.119, 0.908)  0.131
H (-7.658, -2.365, 0.427)  0.145
H (-5.954, -4.181, 1.158)  0.142
H (-5.884, -2.846, 2.323)  0.136

Forces on atoms 1 to 6 (eV/Å):
O 0.39 -1.60 0.62
C 0.43 0.54 1.05
C 0.00 0.13 -0.02
C 0.18 0.05 0.65
C 0.18 -0.21 1.35
O -0.23 0.22 -0.51